(1)
Molecular formula: C2H4O2S
Method: DFT, ωB97M-V/def2-TZVPD

Calculated values
Frontier orbital gap (alpha / beta) ... 8.59 / 8.59 eV
Energy above the lowest of the compared OMol25 structures with the same formula, charge and spin ... 137.0 kcal/mol
Highest occupied orbital energy (alpha / beta) ... -9.3 / -9.3 eV
E_LUMO (alpha / beta) ... -0.0254 / -0.0254 hartree
Net charge ... 0

XYZ file:
```
9
C2H4O2S, DFT ωB97M-V/def2-TZVPD
C 0.0325 0.7331 -0.0102
C 0.9667 1.5445 0.5481
O -2.4812 -0.0142 0.0865
O -0.0817 -2.1219 -0.6676
S -1.4660 0.7851 -0.6581
H 0.3251 -3.3400 -0.7828
H 0.7154 2.2543 1.3799
H 1.9772 1.6320 0.1273
H 0.0120 -1.4730 -0.0232
```

Here are the Mulliken charges for atoms 1 to 4, given in e: C -0.111; C -0.317; O -0.467; O -0.669

---

(2)
Molecular formula: C2H4O2S2
Method: DFT, ωB97M-V/def2-TZVPD

Calculated values
Frontier orbital gap (alpha / beta) ... 7.81 / 7.34 eV
Energy above the lowest of the compared OMol25 structures with the same formula, charge and spin ... 104.8 kcal/mol
Highest occupied orbital energy (alpha / beta) ... -9.0 / -8.5 eV
E_LUMO (alpha / beta) ... -0.0421 / -0.0430 hartree
Net charge ... 0

XYZ file:
```
10
C2H4O2S2, DFT ωB97M-V/def2-TZVPD
C -0.4474 0.3153 0.6147
C 0.3341 -0.3979 -0.3615
O -1.9601 -2.4136 2.2188
O 0.0703 -3.2445 -1.1121
S -1.8695 -1.9968 0.8342
S 0.2704 -2.3670 0.0891
H 0.0777 0.2680 1.6417
H -1.3501 0.8656 0.3699
H -0.1485 -0.3276 -1.2464
H 1.4586 -0.4131 -0.4132
```

Here are the Mulliken charges for atoms 1 to 4, given in e: C -0.781; C -0.494; O -0.404; O -0.520

---

(3)
Molecular formula: C2H4O2Si
Method: DFT, ωB97M-V/def2-TZVPD

Calculated values
Frontier orbital gap ... 8.35 eV
Energy above the lowest of the compared OMol25 structures with the same formula, charge and spin ... 142.0 kcal/mol
Highest occupied orbital energy ... -8.7 eV
E_LUMO ... -0.0115 hartree
Net charge ... 0

XYZ file:
```
9
C2H4O2Si, DFT ωB97M-V/def2-TZVPD
O 2.0773 1.6492 -2.8817
Si 0.7366 0.8880 -2.7746
H 0.6469 -0.4558 -3.1900
H -0.6425 1.5195 -2.7153
C 0.2756 -0.4360 2.0317
C -0.9215 -0.8615 2.0801
O -0.6223 -0.3868 0.7837
H 1.2141 -0.0315 2.1364
H -1.6792 -1.4968 2.4424
```

Here are the Mulliken charges for atoms 1 to 4, given in e: O -0.438; Si 0.542; H -0.064; H -0.046

---

(4)
Molecular formula: C2H4O3
Method: DFT, ωB97M-V/def2-TZVPD

Calculated values
Frontier orbital gap ... 10.96 eV
Energy above the lowest of the compared OMol25 structures with the same formula, charge and spin ... 85.1 kcal/mol
Highest occupied orbital energy ... -10.2 eV
E_LUMO ... 0.0283 hartree
Net charge ... 0

XYZ file:
```
9
C2H4O3, DFT ωB97M-V/def2-TZVPD
C -0.5065 0.4417 0.8961
C 0.1726 -0.2001 -0.3859
O 0.7833 -1.3728 -0.2342
O 0.7146 0.6746 -1.2437
O -0.5297 0.0954 -1.5637
H -0.5412 1.5213 0.6577
H 0.0379 0.2650 1.7826
H -1.5722 0.1436 1.0144
H 1.4413 -1.5688 -0.9233
```

Here are the Mulliken charges for atoms 1 to 4, given in e: C -0.992; C 0.909; O -0.490; O -0.338

---

(5)
Molecular formula: C2H4O3
Method: DFT, ωB97M-V/def2-TZVPD

Calculated values
Frontier orbital gap ... 9.71 eV
Energy above the lowest of the compared OMol25 structures with the same formula, charge and spin ... 109.1 kcal/mol
Highest occupied orbital energy ... -9.1 eV
E_LUMO ... 0.0218 hartree
Net charge ... 0

XYZ file:
```
9
C2H4O3, DFT ωB97M-V/def2-TZVPD
C 0.2417 -0.4610 0.2232
C -0.3797 0.2256 1.2466
O 0.7001 -1.4683 -0.1260
O 0.7976 0.1829 -2.2072
O -0.0304 0.7239 -1.2369
H -0.7307 -0.4475 2.1309
H 0.2014 1.1390 1.7113
H -1.1979 0.7116 0.8145
H 0.3979 -0.6062 -2.5563
```

Here are the Mulliken charges for atoms 1 to 4, given in e: C 0.820; C -0.932; O -0.342; O -0.366

---

(6)
Molecular formula: C2H4O3P
Method: DFT, ωB97M-V/def2-TZVPD

Calculated values
Frontier orbital gap (alpha / beta) ... 5.99 / 5.99 eV
Energy above the lowest of the compared OMol25 structures with the same formula, charge and spin ... 147.2 kcal/mol
Highest occupied orbital energy (alpha / beta) ... -2.3 / -2.3 eV
E_LUMO (alpha / beta) ... 0.1347 / 0.1346 hartree
Net charge ... -1

XYZ file:
```
10
C2H4O3P, DFT ωB97M-V/def2-TZVPD
O -1.1755 1.1448 -2.4498
P -1.2298 0.0321 -1.4938
C -0.3423 0.7227 0.0853
C 0.4269 -0.3945 0.8370
O 1.6463 -0.7884 0.3273
O 1.5079 -1.8751 -0.5608
H -1.3222 0.9807 0.5942
H 0.1684 1.6201 -0.0971
H 0.4388 -0.0281 1.8525
H -0.1186 -1.4143 0.9052
```

Here are the Mulliken charges for atoms 1 to 4, given in e: O -0.483; P 0.331; C -0.716; C -0.434

---

(7)
Molecular formula: C2H4O3P2
Method: DFT, ωB97M-V/def2-TZVPD

Calculated values
Frontier orbital gap ... 3.98 eV
Energy above the lowest of the compared OMol25 structures with the same formula, charge and spin ... 47.6 kcal/mol
Highest occupied orbital energy ... 1.6 eV
E_LUMO ... 0.2038 hartree
Net charge ... -2

XYZ file:
```
11
C2H4O3P2, DFT ωB97M-V/def2-TZVPD
C -2.5322 1.1638 2.6694
C -1.5380 1.4499 2.1160
O 1.3721 0.1999 -3.3210
O -0.4234 -2.4559 -0.9931
O 2.4838 0.6523 -1.2201
P -0.0907 -1.0357 -0.6691
P 1.6999 -0.3668 -1.9316
H -3.5009 1.0271 3.1755
H 0.8897 -0.9050 0.6691
H -0.7224 1.8640 1.5436
H 2.3621 -1.5936 -2.0387
```

Here are the Mulliken charges for atoms 1 to 4, given in e: C -0.446; C -0.278; O -0.779; O -0.658

---

(8)
Molecular formula: C2H4O3S
Method: DFT, ωB97M-V/def2-TZVPD

Calculated values
Frontier orbital gap (alpha / beta) ... 8.10 / 8.10 eV
Energy above the lowest of the compared OMol25 structures with the same formula, charge and spin ... 77.0 kcal/mol
Highest occupied orbital energy (alpha / beta) ... -9.5 / -9.5 eV
E_LUMO (alpha / beta) ... -0.0516 / -0.0516 hartree
Net charge ... 0

XYZ file:
```
10
C2H4O3S, DFT ωB97M-V/def2-TZVPD
C 0.8581 1.3232 -0.2961
O 0.0863 0.3335 -0.9568
C 0.1686 -0.9608 -0.6335
S -1.1858 -1.1544 0.7460
O -1.5695 -2.4668 1.2372
O -2.2825 -0.2043 0.5448
H 0.6077 1.1227 0.7401
H 0.3591 2.2451 -0.6712
H 1.8695 1.1428 -0.5140
H 1.0885 -1.3812 -0.1964
```

Here are the Mulliken charges for atoms 1 to 4, given in e: C -0.549; O -0.242; C -0.142; S 0.770

---

(9)
Molecular formula: C2H4O3S2
Method: DFT, ωB97M-V/def2-TZVPD

Calculated values
Frontier orbital gap ... 9.04 eV
Energy above the lowest of the compared OMol25 structures with the same formula, charge and spin ... 47.8 kcal/mol
Highest occupied orbital energy ... -10.7 eV
E_LUMO ... -0.0623 hartree
Net charge ... 0

XYZ file:
```
11
C2H4O3S2, DFT ωB97M-V/def2-TZVPD
C 1.2588 0.1572 0.2933
C 0.4915 -1.0369 0.6827
O -1.6681 2.0667 -1.6546
O -1.4897 -0.4647 -1.4701
O -1.4632 0.9055 0.6344
S 0.8902 1.2900 -0.8016
S -1.3429 0.8582 -0.8632
H 2.3337 0.3194 0.7824
H 0.9865 -1.8927 0.4424
H -0.5138 -1.2031 0.2186
H 0.5169 -0.9994 1.7357
```

Here are the Mulliken charges for atoms 1 to 4, given in e: C 0.221; C -0.929; O -0.521; O -0.508

---

(10)
Molecular formula: C2H4O3S3
Method: DFT, ωB97M-V/def2-TZVPD

Calculated values
Frontier orbital gap ... 9.46 eV
Energy above the lowest of the compared OMol25 structures with the same formula, charge and spin ... 2.6 kcal/mol
Highest occupied orbital energy ... -9.3 eV
E_LUMO ... 0.0071 hartree
Net charge ... 0

XYZ file:
```
12
C2H4O3S3, DFT ωB97M-V/def2-TZVPD
O 0.9253 -0.5355 -0.4270
C 0.6806 0.4677 0.4042
S 1.5265 1.8577 0.4398
S -0.6820 0.1034 1.5202
H 1.5020 -0.3245 -1.0806
H -0.9421 -1.1349 0.9898
O 4.7512 -0.7645 0.4891
C 4.1205 -0.5853 -0.4478
O 3.5229 -0.6211 -1.4410
S -4.4859 0.2890 0.0809
H -5.6628 0.8885 0.5211
H -5.2562 0.3593 -1.0488
```

Here are the Mulliken charges for atoms 1 to 4, given in e: O -0.440; C 0.383; S -0.274; S -0.192

---

(11)
Molecular formula: C2H4O3Tl
Method: DFT, ωB97M-V/def2-TZVPD

Calculated values
Frontier orbital gap ... 10.39 eV
Energy above the lowest of the compared OMol25 structures with the same formula, charge and spin ... 1.1 kcal/mol
Highest occupied orbital energy ... -15.2 eV
E_LUMO ... -0.1757 hartree
Net charge ... +1

XYZ file:
```
10
C2H4O3Tl, DFT ωB97M-V/def2-TZVPD
H -0.1763 -0.2481 -1.3769
O 1.3960 -0.2543 0.3127
C 2.3324 -1.0502 0.5751
Tl -0.1367 0.1407 2.2639
H 3.3690 -0.7082 0.4107
H 2.1017 -2.1302 0.6046
O -1.5464 0.3253 0.1492
C -1.1943 0.2213 -1.0088
O -1.8232 0.7168 -2.0363
H -2.0184 1.6612 -1.9226
```

Here are the Mulliken charges for atoms 1 to 4, given in e: H 0.248; O -0.433; C -0.041; Tl 0.809

---

(12)
Molecular formula: C2H4ORb
Method: DFT, ωB97M-V/def2-TZVPD

Calculated values
Frontier orbital gap (alpha / beta) ... 5.69 / 5.66 eV
<S²> ... 0.7589
Energy above the lowest of the compared OMol25 structures with the same formula, charge and spin ... 0.0 kcal/mol
Highest occupied orbital energy (alpha / beta) ... -6.5 / -6.5 eV
Spin multiplicity ... 2
E_LUMO (alpha / beta) ... -0.0307 / -0.0316 hartree
Net charge ... 0

XYZ file:
```
8
C2H4ORb, DFT ωB97M-V/def2-TZVPD
O -0.8168 -0.4465 1.2531
Rb -2.3556 -2.1997 -0.3659
C 0.4650 0.1485 0.6038
C 0.3269 0.6097 -0.7838
H 0.6826 1.0231 1.2539
H 1.2666 -0.6161 0.6763
H 0.8324 0.0920 -1.6059
H -0.4012 1.3891 -1.0315
```

Here are the Mulliken charges for atoms 1 to 4, given in e: O -0.852; Rb 0.892; C -0.218; C -0.785

---

(13)
Molecular formula: C2H4OS2
Method: DFT, ωB97M-V/def2-TZVPD

Calculated values
Frontier orbital gap ... 9.13 eV
Energy above the lowest of the compared OMol25 structures with the same formula, charge and spin ... 17.2 kcal/mol
Highest occupied orbital energy ... -8.8 eV
E_LUMO ... 0.0136 hartree
Net charge ... 0

XYZ file:
```
9
C2H4OS2, DFT ωB97M-V/def2-TZVPD
O -0.8475 1.6905 0.0204
C -1.0563 0.4191 0.0059
S -2.6065 -0.2073 -0.0654
C 0.1848 -0.5606 0.1823
S 1.7818 0.1281 -0.0349
H 0.1538 1.7323 0.0130
H -0.0631 -1.3412 -0.5262
H 0.0021 -1.0743 1.0686
H 2.4509 -0.7866 -0.6637
```

Here are the Mulliken charges for atoms 1 to 4, given in e: O -0.347; C 0.233; S -0.281; C -0.498

---

(14)
Molecular formula: C2H4OS2
Method: DFT, ωB97M-V/def2-TZVPD

Calculated values
Frontier orbital gap (alpha / beta) ... 6.51 / 6.50 eV
Energy above the lowest of the compared OMol25 structures with the same formula, charge and spin ... 117.0 kcal/mol
Highest occupied orbital energy (alpha / beta) ... -8.6 / -8.6 eV
E_LUMO (alpha / beta) ... -0.0772 / -0.0774 hartree
Net charge ... 0

XYZ file:
```
9
C2H4OS2, DFT ωB97M-V/def2-TZVPD
C 0.5081 0.0365 -2.1112
C 0.4827 -1.0007 0.6231
O -1.1909 1.4509 0.4439
S -1.5211 2.7904 0.9944
S 0.9472 -1.1713 -1.1061
H -0.3832 0.5409 -1.6264
H -0.3574 -0.3578 0.7001
H 1.1622 -0.2824 1.0015
H 0.3522 -2.0064 1.0806
```

Here are the Mulliken charges for atoms 1 to 4, given in e: C -0.315; C -0.679; O -0.292; S 0.228

---

(15)
Molecular formula: C2H4OS2
Method: DFT, ωB97M-V/def2-TZVPD

Calculated values
Frontier orbital gap ... 8.27 eV
Energy above the lowest of the compared OMol25 structures with the same formula, charge and spin ... 66.3 kcal/mol
Highest occupied orbital energy ... -8.7 eV
E_LUMO ... -0.0144 hartree
Net charge ... 0

XYZ file:
```
9
C2H4OS2, DFT ωB97M-V/def2-TZVPD
C 0.7619 0.4212 0.0541
C -0.5074 0.8755 -0.6371
O -1.0124 -1.6253 -0.0735
S 0.4216 -1.5173 0.1327
S -1.8763 0.8436 0.2195
H 1.6141 0.6815 -0.6659
H 0.6539 0.9614 1.0397
H -0.5086 1.0965 -1.7158
H 0.4532 -1.7371 1.6463
```

Here are the Mulliken charges for atoms 1 to 4, given in e: C -0.517; C -0.262; O -0.489; S 0.322

---

(16)
Molecular formula: C2H4OS3
Method: DFT, ωB97M-V/def2-TZVPD

Calculated values
Frontier orbital gap ... 8.89 eV
Energy above the lowest of the compared OMol25 structures with the same formula, charge and spin ... 57.0 kcal/mol
Highest occupied orbital energy ... -9.2 eV
E_LUMO ... -0.0113 hartree
Net charge ... 0

XYZ file:
```
10
C2H4OS3, DFT ωB97M-V/def2-TZVPD
C -0.1531 -1.2781 0.5570
C 0.1904 -0.2777 -0.5634
S 1.7872 0.8043 -0.3650
S -0.0941 1.5074 -0.1272
O -0.5257 1.7860 1.2392
S -0.7336 2.7370 -1.4830
H 0.2685 -1.1935 1.5349
H 0.4744 -2.0315 0.1708
H -1.1781 -1.5386 0.6282
H -0.0360 -0.5153 -1.5915
```

Here are the Mulliken charges for atoms 1 to 4, given in e: C -1.062; C -0.165; S -0.095; S 0.621

---

(17)
Molecular formula: C2H4P2
Method: DFT, ωB97M-V/def2-TZVPD

Calculated values
Frontier orbital gap (alpha / beta) ... 6.99 / 7.00 eV
Energy above the lowest of the compared OMol25 structures with the same formula, charge and spin ... 38.0 kcal/mol
Highest occupied orbital energy (alpha / beta) ... -8.3 / -8.3 eV
E_LUMO (alpha / beta) ... -0.0476 / -0.0468 hartree
Net charge ... 0

XYZ file:
```
8
C2H4P2, DFT ωB97M-V/def2-TZVPD
H 2.5542 -1.0845 0.3620
P 2.1752 0.1430 -0.0082
C 0.5555 -0.5385 -0.0808
C -0.5400 0.3503 0.0879
P -2.1959 -0.0699 0.0040
H -2.4087 1.2137 -0.2990
H 0.3790 -1.5807 0.0126
H -0.1973 1.4111 -0.0309
```

Here are the Mulliken charges for atoms 1 to 4, given in e: H -0.002; P -0.025; C -0.220; C -0.249

---

(18)
Molecular formula: C2H4P2S
Method: DFT, ωB97M-V/def2-TZVPD

Calculated values
Frontier orbital gap ... 7.18 eV
Energy above the lowest of the compared OMol25 structures with the same formula, charge and spin ... 43.6 kcal/mol
Highest occupied orbital energy ... -8.7 eV
E_LUMO ... -0.0576 hartree
Net charge ... 0

XYZ file:
```
9
C2H4P2S, DFT ωB97M-V/def2-TZVPD
H -1.4868 -1.0454 -1.8917
P -0.2681 -0.3578 -2.0923
C -0.1452 -0.0277 -0.4489
C 0.8689 0.6456 0.2741
P -1.6860 -0.6701 0.6704
S -0.9242 -1.1011 2.3895
H 1.7932 0.7736 -0.5246
H 1.0052 0.0452 1.1257
H 0.8431 1.7377 0.4978
```

Here are the Mulliken charges for atoms 1 to 4, given in e: H -0.039; P -0.027; C 0.234; C -0.994

---

(19)
Molecular formula: C2H4P2S2
Method: DFT, ωB97M-V/def2-TZVPD

Calculated values
Frontier orbital gap (alpha / beta) ... 6.49 / 6.56 eV
Energy above the lowest of the compared OMol25 structures with the same formula, charge and spin ... 36.1 kcal/mol
Highest occupied orbital energy (alpha / beta) ... -8.8 / -8.8 eV
E_LUMO (alpha / beta) ... -0.0844 / -0.0833 hartree
Net charge ... 0

XYZ file:
```
10
C2H4P2S2, DFT ωB97M-V/def2-TZVPD
S -2.7516 -0.8712 -0.0348
P -1.2956 0.4349 0.0489
C 0.0144 0.1476 -1.3191
P 1.3102 0.4690 -0.0096
S 2.7459 -0.8862 -0.0042
C 0.0228 0.1476 1.3348
H 0.0627 -0.7323 -1.9002
H -0.0007 0.9401 -2.1503
H -0.1327 1.0786 2.1308
H 0.0246 -0.7282 1.9037
```

Here are the Mulliken charges for atoms 1 to 4, given in e: S -0.267; P 0.133; C -0.577; P 0.129

---

(20)
Molecular formula: C2H4S2
Method: DFT, ωB97M-V/def2-TZVPD

Calculated values
Frontier orbital gap ... 8.53 eV
Energy above the lowest of the compared OMol25 structures with the same formula, charge and spin ... 31.8 kcal/mol
Highest occupied orbital energy ... -8.9 eV
E_LUMO ... -0.0149 hartree
Net charge ... 0

XYZ file:
```
8
C2H4S2, DFT ωB97M-V/def2-TZVPD
C 0.2440 1.6434 -0.3807
C 1.1078 0.6980 -0.0945
S 1.8916 -0.6402 0.2696
H 0.3023 2.2165 -1.2934
H -0.4853 1.8183 0.4687
S -1.5929 -2.0702 0.2069
H -0.7539 -2.4132 1.1897
H -0.7136 -1.2527 -0.3662
```

Here are the Mulliken charges for atoms 1 to 4, given in e: C -0.359; C 0.114; S -0.260; H 0.271